This record from the Open Molecules 2025 dataset describes a single C18H22BrN3O4S molecule at a distorted geometry. The level of theory is ωB97M-V/def2-TZVPD.

XYZ file:
```
49
Properties=species:S:1:pos:R:3:forces:R:3:nbo_charge:R:1
Br 5.94405 -2.40541 -1.68103 -0.150 -0.016 0.082 0.039
S -1.73614 2.68529 0.79943 -0.092 -0.082 -0.045 2.370
O -0.43451 1.54548 -2.71883 -1.090 0.008 -0.047 -0.262
O -2.96236 3.29387 0.36986 0.005 -0.245 -0.051 -0.946
O -0.81459 3.44623 1.59101 0.122 -0.294 -0.056 -0.940
O -0.78475 -0.73386 -0.71799 0.105 -0.026 -0.169 -0.617
N -2.14222 1.36247 1.69550 0.267 0.855 -0.561 -0.694
N 0.76003 1.62939 -2.08173 1.214 0.181 0.567 -0.158
N 0.37325 -2.08189 0.70063 0.100 -0.260 0.297 -0.605
C -3.35423 0.63294 1.44198 -0.580 -0.258 -0.270 -0.223
C -1.08051 0.68816 2.40958 0.519 0.038 0.513 -0.222
C -2.81577 1.83649 -2.34498 0.115 -0.061 -0.171 -0.685
C 3.83347 -3.11372 0.07941 0.057 0.051 -0.056 -0.220
C 4.17929 -2.27872 -0.96923 0.156 -0.018 -0.054 -0.112
C 3.27818 -1.36300 -1.50403 0.260 -0.245 0.160 0.084
C 3.64757 -0.44373 -2.62007 -0.035 0.085 -0.092 -0.667
C -0.71603 -1.36700 0.31184 -0.348 -0.312 0.250 0.697
C 0.53134 1.98870 -0.84624 -0.316 -0.031 -0.290 0.210
C 1.62279 2.18332 0.13772 0.184 -0.008 -0.049 -0.673
C -1.86847 -1.43257 1.32400 -0.102 0.043 -0.102 -0.312
C 2.56553 -3.04229 0.62038 -0.129 0.104 -0.077 -0.243
C -0.86876 2.14535 -0.64736 -0.493 0.266 -0.074 -0.526
C 2.00248 -1.32023 -0.95992 -0.162 0.034 0.014 -0.288
C 1.63766 -2.14303 0.09884 0.390 -0.007 -0.213 0.153
C -1.41613 1.85226 -1.87121 -0.002 0.250 0.674 0.425
C -3.10534 -0.71510 0.75393 0.008 0.117 0.022 -0.425
C -1.42601 -0.78071 2.64164 -0.046 0.117 -0.177 -0.394
H -0.55279 -1.28340 3.06110 -0.057 0.059 0.070 0.217
H 3.84225 -1.01271 -3.52933 0.048 0.015 -0.067 0.227
H 1.29114 -0.62922 -1.37716 -0.025 0.024 -0.004 0.263
H -2.23522 -0.86161 3.36841 0.031 -0.052 0.055 0.215
H -0.90920 1.19796 3.36568 0.118 -0.131 -0.121 0.214
H -3.42492 2.42519 -1.66454 -0.033 -0.021 -0.093 0.265
H 1.27255 2.82567 0.94179 0.143 -0.012 -0.003 0.259
H -2.93198 -0.55089 -0.31093 -0.097 -0.039 0.066 0.238
H 2.84533 0.26530 -2.80631 -0.022 0.031 -0.041 0.246
H -3.99501 -1.33498 0.86414 -0.019 -0.020 -0.002 0.216
H -0.15951 0.76636 1.82282 0.110 -0.114 0.118 0.201
H -3.87621 0.48016 2.39452 0.002 0.095 -0.110 0.191
H 4.55446 -3.81277 0.47419 0.051 -0.040 0.023 0.229
H -2.09525 -2.48944 1.50229 0.047 0.063 -0.023 0.228
H -3.97331 1.28035 0.82160 -0.182 -0.174 0.125 0.247
H -3.18516 0.81188 -2.37658 -0.034 -0.084 -0.002 0.237
H 0.27782 -2.65884 1.52503 -0.094 0.172 -0.117 0.397
H -2.86819 2.24465 -3.35184 -0.058 0.033 -0.048 0.241
H 2.48333 2.62850 -0.35483 0.081 0.025 0.025 0.241
H 1.93458 1.22194 0.54724 0.025 -0.064 0.068 0.230
H 2.29747 -3.68580 1.44600 -0.035 -0.085 0.096 0.206
H 4.55799 0.10301 -2.37640 0.041 0.032 -0.039 0.225
```
Positions in Å, forces in eV/Å.

Output
* relative energy (zero: lowest compared OMol25 entry of this formula, charge and spin): 0.443 eV
* E_LUMO: 0.29 eV
* HOMO level: -8.6 eV
* 2S+1: 1